Record 1
{
  "formula": "C22H34MnN2O4P2S",
  "method": "wB97M-V/def2-TZVPD",
  "species": ["Mn", "P", "P", "N", "H", "C", "H", "H", "H", "C", "H", "H", "H", "C", "H", "H", "H", "C", "H", "H", "H", "C", "H", "H", "H", "C", "H", "H", "H", "C", "C", "C", "C", "C", "C", "H", "H", "H", "H", "H", "C", "O", "C", "H", "H", "H", "C", "H", "H", "H", "O", "S", "O", "N", "C", "O", "C", "C", "C", "C", "C", "C", "H", "H", "H", "H"],
  "positions_angstrom": [[0.62638, 0.59180, 0.70328], [-1.06740, 2.25269, -0.20104], [2.35204, -1.27734, 1.11793], [1.76955, 1.50333, -0.24829], [-0.90739, 0.76449, 1.52564], [-0.62568, 3.87526, 0.50732], [-1.37568, 4.61943, 0.20944], [0.36789, 4.16358, 0.13952], [-0.58878, 3.79999, 1.60249], [-2.86939, 2.12102, -0.01378], [-3.28652, 3.13489, 0.06021], [-3.06956, 1.57107, 0.91433], [-3.32638, 1.57600, -0.85411], [-0.85114, 2.46760, -2.00082], [-1.54119, 3.23792, -2.37076], [-1.08094, 1.49767, -2.47124], [0.18545, 2.74172, -2.23015], [3.54389, -0.98494, 2.46471], [4.17111, -1.87428, 2.61343], [2.99274, -0.74139, 3.38176], [4.16655, -0.12381, 2.18725], [1.52964, -2.84805, 1.53812], [2.27581, -3.57056, 1.89415], [1.01999, -3.23465, 0.64581], [0.78110, -2.66554, 2.32134], [3.39903, -1.69414, -0.32134], [4.02103, -2.57089, -0.09247], [4.03538, -0.83364, -0.56742], [2.75023, -1.90313, -1.18170], [2.52731, 1.65336, -1.30181], [4.35148, 2.84246, -2.41967], [3.59580, 2.61546, -1.28475], [2.31439, 0.89386, -2.50734], [3.09803, 1.13144, -3.62399], [4.10432, 2.10576, -3.59261], [5.13662, 3.59423, -2.39210], [3.74891, 3.15412, -0.34863], [1.51159, 0.15037, -2.50611], [2.91570, 0.54976, -4.52860], [4.70600, 2.29485, -4.48432], [-0.57753, 0.37985, 2.86170], [0.79164, 0.30153, 2.66334], [-0.89081, 1.49341, 3.81624], [-1.93085, 1.44392, 4.14889], [-0.70442, 2.47695, 3.37114], [-0.23494, 1.38150, 4.68991], [-1.24905, -0.93456, 3.15519], [-0.63264, -1.51568, 3.85489], [-1.41520, -1.52929, 2.24808], [-2.22372, -0.75427, 3.61952], [-3.07433, -1.34694, -4.09702], [-3.11340, -0.87114, -2.74085], [-4.05349, 0.17950, -2.40061], [-1.61078, -0.50652, -2.15091], [-1.25265, -1.25884, -1.11890], [-0.22792, -1.03622, -0.38031], [-2.18980, -2.35573, -0.82867], [-2.16181, -3.28382, 0.22115], [-3.29086, -4.08524, 0.42891], [-4.42621, -3.93831, -0.38883], [-4.44946, -2.99727, -1.42423], [-3.31405, -2.21773, -1.61558], [-1.26648, -3.37482, 0.83467], [-3.29540, -4.81882, 1.23230], [-5.30172, -4.56458, -0.21146], [-5.31202, -2.84860, -2.07222]],
  "atomic_forces_ev_per_a": [[-1.04, -1.77, 0.31], [0.26, 0.70, -1.41], [0.29, -0.14, -0.35], [0.04, -0.71, 0.72], [-0.25, -0.05, 1.07], [0.31, -0.38, 0.36], [0.19, -0.21, 0.04], [-0.28, -0.02, 0.13], [-0.04, 0.23, -0.28], [0.04, -0.68, 0.57], [0.19, -0.26, -0.04], [-0.29, 0.21, -0.16], [0.24, 0.09, 0.18], [0.32, -0.34, 0.06], [0.15, -0.11, 0.22], [0.05, 0.45, 0.15], [-0.29, 0.11, 0.03], [-0.39, 0.60, -0.08], [-0.21, 0.20, -0.12], [0.24, -0.11, -0.20], [-0.05, -0.25, 0.17], [-0.52, 0.34, -0.11], [-0.11, 0.25, -0.10], [0.18, 0.09, 0.25], [0.29, -0.15, -0.19], [-0.38, 0.42, -0.09], [-0.18, 0.25, -0.04], [-0.03, -0.28, 0.07], [0.19, -0.08, 0.18], [0.02, -0.04, -0.38], [-0.08, 0.09, 0.65], [0.12, 0.41, -0.16], [0.07, -0.15, -0.46], [-0.67, -0.56, 0.21], [-0.02, 0.10, 0.27], [-0.12, -0.19, -0.08], [0.10, -0.02, -0.33], [0.20, 0.23, -0.08], [0.10, 0.23, 0.23], [-0.19, -0.06, 0.26], [2.47, -0.25, -0.75], [-0.99, -0.06, -1.36], [-0.59, 0.88, -0.25], [0.16, 0.09, -0.08], [0.04, -0.17, 0.24], [-0.13, -0.08, -0.27], [-0.59, -0.30, -0.48], [-0.06, 0.29, -0.14], [0.12, 0.08, 0.21], [0.17, -0.12, -0.12], [0.28, 0.49, 0.78], [-0.47, -0.77, -0.20], [0.89, -0.33, -0.06], [0.96, 0.19, 0.92], [-1.11, 1.20, -1.65], [1.34, 1.01, 1.39], [-0.33, -0.36, 0.94], [-0.21, 0.03, -0.42], [0.06, 0.30, -0.30], [0.18, 0.04, -0.02], [0.29, 0.04, -0.01], [-0.97, -0.75, 0.20], [-0.29, -0.06, -0.07], [-0.01, 0.14, -0.19], [0.27, 0.19, -0.04], [0.09, -0.16, 0.26]],
  "lowdin_spin": [1.73, -0.11, -0.12, -0.10, -0.04, -0.01, 0.00, 0.00, 0.00, -0.01, 0.00, 0.00, 0.00, -0.02, 0.00, 0.00, 0.00, -0.01, 0.00, 0.00, 0.00, -0.02, 0.00, 0.00, 0.00, -0.02, 0.00, 0.00, 0.00, 0.00, 0.00, -0.01, 0.00, 0.00, 0.00, 0.00, 0.00, 0.00, 0.00, 0.00, -0.04, -0.14, -0.01, 0.00, 0.00, 0.00, -0.01, 0.00, 0.00, 0.00, 0.00, 0.00, 0.00, 0.00, 0.00, -0.01, 0.00, 0.00, 0.00, 0.00, 0.00, 0.00, 0.00, 0.00, 0.00, 0.00],
  "spin_multiplicity": 2,
  "total_energy_ev": -95249.9819,
  "homo_ev": [-14.12, -14.12],
  "s2": 1.1356,
  "orbital_gap_ha": [0.1819, 0.1761],
  "charge": 2
}


Record 2
{
  "formula": "C4H4HoLiO5",
  "method": "wB97M-V/def2-TZVPD",
  "species": ["O", "C", "C", "O", "O", "C", "Li", "H", "H", "H", "C", "O", "O", "Ho", "H"],
  "positions_angstrom": [[1.70239, 0.16430, -0.01855], [1.37902, -0.57612, 1.04395], [1.28841, 1.47491, 0.21796], [0.88544, -1.68165, 0.95955], [1.24382, 0.19823, 2.09878], [1.28179, 1.59028, 1.71439], [-0.47932, -2.53833, 0.00671], [-1.08839, 0.28273, -1.34345], [1.35561, 2.20675, -0.58062], [2.17127, 2.06088, 2.15306], [-1.84759, -0.60858, -1.72035], [-1.72387, -1.78082, -1.22166], [-2.68818, -0.44118, -2.62447], [-3.86539, -2.43784, -2.79924], [0.38499, 2.08645, 2.11395]],
  "atomic_forces_ev_per_a": [[-1.41, 5.42, -2.97], [-3.53, -2.22, 2.89], [4.16, -3.70, 1.74], [1.87, 1.45, -0.27], [0.62, 0.38, 0.34], [-1.41, -1.18, -0.79], [-0.02, -0.38, 0.00], [-2.19, -2.08, -1.12], [-0.30, -0.02, -0.40], [0.29, 0.45, -0.39], [1.43, 0.27, 0.43], [-0.08, 0.21, 0.19], [-0.57, 0.02, -0.07], [1.05, 1.28, 0.33], [0.09, 0.08, 0.10]],
  "lowdin_spin": [0.00, 0.00, 0.00, 0.00, 0.00, 0.00, 0.02, 0.00, 0.00, 0.00, 0.02, 0.05, 0.06, 4.85, 0.00],
  "spin_multiplicity": 6,
  "total_energy_ev": -40421.3365,
  "relative_energy_kj_mol": 0.0,
  "homo_ev": [-17.93, -22.58],
  "s2": 8.7528,
  "orbital_gap_ha": [0.1348, 0.3056],
  "charge": 3
}


Record 3
{
  "formula": "C23H25NO6",
  "method": "wB97M-V/def2-TZVPD",
  "species": ["C", "C", "O", "C", "C", "C", "C", "C", "C", "O", "C", "C", "C", "C", "C", "C", "O", "C", "C", "O", "C", "C", "C", "O", "C", "C", "O", "N", "C", "C", "H", "H", "H", "H", "H", "H", "H", "H", "H", "H", "H", "H", "H", "H", "H", "H", "H", "H", "H", "H", "H", "H", "H", "H", "H"],
  "positions_angstrom": [[-2.81293, -4.84298, -0.80191], [-2.01281, -3.56054, -0.63568], [-2.89235, -2.57009, -0.14392], [-2.40532, -1.32369, 0.10067], [-1.10505, -0.91431, -0.11245], [-0.70052, 0.40294, 0.15128], [0.68384, 0.75954, -0.08165], [1.19808, 1.99811, -0.08761], [2.60400, 2.30408, -0.38012], [2.92550, 3.35346, -0.90882], [3.62356, 1.28743, -0.00659], [3.48964, 0.47876, 1.12226], [4.49564, -0.39820, 1.46949], [5.64457, -0.50145, 0.69269], [5.77282, 0.28522, -0.45877], [4.77348, 1.18903, -0.78173], [6.86398, 0.19136, -1.28327], [7.64912, -0.95501, -1.04662], [7.86316, -1.14777, 0.45372], [6.62594, -1.36640, 1.09579], [-1.64415, 1.29926, 0.64324], [-2.94851, 0.90124, 0.87778], [-3.34383, -0.40070, 0.61873], [-4.59302, -0.90496, 0.82382], [-5.57876, -0.07326, 1.39342], [-6.05394, 1.09532, 0.51590], [-6.06941, 2.22465, 0.97434], [-6.45987, 0.81150, -0.73412], [-6.55393, -0.50174, -1.32372], [-6.95055, 1.88501, -1.57011], [-2.16933, -5.63577, -1.17228], [-3.62622, -4.68438, -1.50459], [-3.23524, -5.14103, 0.15356], [-1.59229, -3.24738, -1.60198], [-1.18674, -3.71806, 0.07197], [-0.37298, -1.60747, -0.49695], [1.34241, -0.07467, -0.29349], [0.56532, 2.86779, 0.01842], [2.61675, 0.56556, 1.75028], [4.42345, -1.01344, 2.35230], [4.89095, 1.81430, -1.65257], [8.59536, -0.79594, -1.56556], [7.14861, -1.84371, -1.45625], [8.47868, -2.02462, 0.65935], [8.34529, -0.25186, 0.86793], [-1.36453, 2.31661, 0.86230], [-3.65378, 1.62163, 1.25874], [-6.42742, -0.73322, 1.60037], [-5.23225, 0.35824, 2.34037], [-7.60399, -0.79630, -1.41888], [-6.02333, -1.24280, -0.73551], [-6.11332, -0.47587, -2.32284], [-7.99344, 1.70568, -1.84008], [-6.35335, 1.95550, -2.48126], [-6.87487, 2.81578, -1.01224]],
  "atomic_forces_ev_per_a": [[0.13, 0.43, 0.09], [0.19, -0.34, -0.15], [-0.13, 0.23, 0.11], [-0.32, 0.05, 0.08], [0.00, 0.03, 0.00], [-0.75, -0.03, 0.15], [0.54, 0.48, -0.13], [-0.47, -0.20, -0.04], [0.20, 0.06, -0.08], [-0.09, -0.14, 0.07], [0.39, -0.12, -0.01], [0.03, 0.07, -0.07], [0.25, -0.09, -0.10], [-0.02, 0.10, 0.03], [-0.09, -0.06, 0.04], [0.03, -0.14, 0.10], [-0.24, 0.31, 0.07], [0.21, -0.41, 0.35], [0.33, 0.17, -0.48], [-0.44, 0.02, 0.05], [0.36, -0.20, -0.13], [-0.27, -0.15, 0.02], [0.19, -0.18, -0.11], [0.23, -0.11, -0.04], [-0.08, 0.20, 0.25], [0.19, -0.21, 0.19], [0.01, 0.17, 0.30], [-0.06, 0.07, -0.34], [-0.09, -0.29, 0.02], [0.02, 0.28, 0.07], [0.05, -0.09, -0.04], [-0.07, -0.03, -0.08], [-0.03, -0.08, 0.08], [0.00, 0.01, 0.14], [-0.06, 0.08, -0.09], [0.05, -0.11, -0.03], [0.09, -0.02, 0.03], [-0.08, 0.09, 0.02], [-0.05, -0.01, 0.04], [0.01, -0.06, 0.12], [0.02, 0.09, -0.11], [-0.06, -0.07, 0.06], [0.07, 0.10, 0.01], [-0.01, 0.10, -0.05], [-0.03, -0.11, -0.01], [0.03, 0.12, 0.04], [-0.13, 0.07, 0.06], [0.11, 0.09, 0.00], [-0.08, -0.02, -0.19], [0.02, -0.02, -0.06], [-0.04, 0.01, -0.08], [0.00, -0.05, 0.02], [-0.01, 0.00, -0.03], [-0.03, -0.02, -0.03], [-0.04, -0.05, -0.11]],
  "nbo_charge": [-0.62, -0.06, -0.49, 0.27, -0.26, -0.10, -0.12, -0.29, 0.52, -0.54, -0.16, -0.19, -0.25, 0.22, 0.27, -0.21, -0.49, -0.10, -0.10, -0.48, -0.19, -0.25, 0.26, -0.48, -0.16, 0.65, -0.63, -0.42, -0.42, -0.42, 0.21, 0.21, 0.22, 0.17, 0.17, 0.22, 0.21, 0.22, 0.22, 0.23, 0.24, 0.20, 0.18, 0.20, 0.18, 0.21, 0.24, 0.21, 0.21, 0.19, 0.24, 0.20, 0.19, 0.20, 0.25],
  "spin_multiplicity": 1,
  "total_energy_ev": -38030.5262,
  "relative_energy_kj_mol": 353.6,
  "homo_ev": -8.03,
  "smiles": "CCOc1cc(/C=C/C(=O)c2ccc3c(c2)OCCO3)ccc1OCC(=O)N(C)C",
  "orbital_gap_ha": 0.2968,
  "charge": 0
}